1.
{"formula": "C4H3NOS2", "method": "the ωB97M-V functional and the def2-TZVPD basis", "species": ["C", "C", "C", "C", "H", "H", "H", "N", "O", "S", "S"], "positions_angstrom": [[-1.0856, 0.1099, 0.0113], [1.4329, 0.7176, 0.3251], [2.1528, -0.5620, -0.2132], [2.7924, -1.4889, -0.7368], [-0.8966, 1.6326, -1.3951], [2.0199, 1.3104, 1.0151], [3.3866, -2.2807, -1.2395], [-0.3963, 0.8306, -0.9777], [0.8103, 1.5082, -0.5771], [-2.5307, -0.6384, -0.3355], [0.0324, -0.0618, 1.3831]], "forces_ev_per_a": [[0.7, -0.4, -0.5], [0.1, -3.7, 1.1], [1.7, -0.6, -1.5], [-1.3, 2.1, 1.0], [-0.2, -1.1, 0.0], [0.4, 0.0, -0.3], [-0.9, 1.0, 0.8], [-0.4, 1.4, -0.7], [-0.8, -0.1, -0.1], [1.2, 0.9, 0.7], [-0.4, 0.5, -0.6]], "mulliken_charge": [0.22, 0.01, -0.49, 0.06, 0.29, 0.39, 0.38, -0.25, -0.24, -0.25, -0.11], "spin_multiplicity": 1, "smiles": "C#C[C@H]1ONC(=S)S1", "relative_energy_kcal_mol": 102.0, "e_tot_ha": -1080.42665, "largest_force_ev_per_a": 3.86, "total_charge": 0}

***

2.
{"formula": "C3H13NO2", "method": "the ωB97M-V functional and the def2-TZVPD basis", "species": ["C", "C", "N", "C", "H", "H", "H", "H", "H", "H", "H", "H", "H", "H", "H", "O", "H", "H", "O"], "positions_angstrom": [[0.2625, -1.2580, -2.0742], [1.1921, -0.6014, -0.9628], [0.4999, -0.6772, 0.4129], [1.0597, 0.3955, 1.2982], [0.5518, -0.7412, -3.0751], [-0.8403, -1.1966, -1.9285], [0.5511, -2.3469, -2.1167], [1.2669, 0.3708, -1.4072], [2.1728, -0.9138, -0.8852], [0.7690, -1.6492, 0.7208], [0.8773, 0.0407, 2.3195], [2.1636, 0.5063, 1.3652], [0.3966, 1.2421, 0.9697], [-1.6658, 0.8729, -1.1221], [-1.9228, 2.2346, -0.2782], [-2.3601, 1.5085, -0.8109], [-1.2088, 1.0873, 3.1362], [-1.7576, 0.2931, 1.8079], [-2.0080, 0.8327, 2.6306]], "forces_ev_per_a": [[2.0, -0.7, -0.7], [-4.7, 0.4, -0.1], [2.2, -0.6, -1.4], [-1.1, -1.3, 0.1], [-0.7, -1.2, 1.5], [1.0, 0.2, 0.3], [-0.6, 0.9, -0.4], [-0.1, 1.3, 1.0], [2.0, -1.4, -0.2], [-0.4, 1.5, 0.0], [-0.7, 0.6, 0.0], [-0.5, 0.4, -1.0], [1.5, -0.1, 1.0], [-0.7, 1.1, 0.7], [-0.5, -1.5, -1.0], [1.3, 0.4, 0.4], [-0.5, -0.5, -0.9], [-0.1, 1.3, 1.9], [0.6, -0.7, -1.2]], "mulliken_charge": [-1.03, -0.71, -0.32, -0.84, 0.28, 0.31, 0.30, 0.36, 0.59, 0.24, 0.25, 0.33, 0.27, 0.30, 0.32, -0.65, 0.31, 0.36, -0.66], "spin_multiplicity": 1, "smiles": "CCNC.O.O", "relative_energy_kcal_mol": 47.5, "e_tot_ha": -327.26620, "largest_force_ev_per_a": 4.70, "total_charge": 0}

***

3.
{"formula": "C3H5N3", "method": "the ωB97M-V functional and the def2-TZVPD basis", "species": ["N", "C", "N", "N", "C", "C", "H", "H", "H", "H", "H"], "positions_angstrom": [[0.4047, -1.3524, -1.2776], [-0.2694, -0.5264, -0.4393], [1.6387, 1.1615, -0.0125], [0.7872, 1.2359, 0.8478], [-0.3324, 0.2499, 0.9434], [-1.3554, 0.0963, -0.0754], [-0.0623, -2.0709, -1.8102], [1.3254, -1.0740, -1.5869], [0.8370, 1.9301, 1.6185], [-0.5767, 0.1024, 2.0209], [-2.4076, 0.2463, -0.2145]], "forces_ev_per_a": [[0.0, -0.1, 0.5], [-0.4, -0.1, 0.8], [-0.3, 0.4, 0.4], [0.3, 0.3, -0.5], [0.3, -0.5, -0.4], [-0.1, 0.0, -0.4], [-0.1, 0.3, 0.1], [-0.2, 0.0, 0.4], [0.0, 0.0, 0.0], [0.5, -0.7, -0.6], [-0.1, 0.3, -0.2]], "mulliken_charge": [-0.41, 0.15, -0.71, 0.30, -0.43, -0.35, 0.20, 0.26, 0.26, 0.35, 0.38], "spin_multiplicity": 1, "relative_energy_kcal_mol": 123.8, "e_tot_ha": -281.39283, "largest_force_ev_per_a": 1.10, "total_charge": 0}

***

4.
{"formula": "C18H41FeN2OP3S", "method": "the ωB97M-V functional and the def2-TZVPD basis", "species": ["Fe", "P", "P", "P", "H", "C", "C", "H", "C", "C", "C", "C", "C", "C", "C", "C", "C", "H", "H", "H", "H", "H", "H", "H", "H", "H", "H", "H", "H", "H", "H", "H", "H", "H", "H", "H", "H", "H", "H", "H", "H", "H", "H", "H", "H", "H", "C", "C", "C", "C", "C", "C", "O", "H", "H", "H", "H", "H", "H", "N", "C", "N", "S", "H", "H", "H", "H"], "positions_angstrom": [[0.5812, -0.1874, -0.0726], [2.1231, 0.6209, -1.3073], [-0.8599, -0.3159, -2.0713], [1.3097, -0.2081, 2.1137], [0.2306, -2.7215, -1.0029], [0.2761, -2.3442, 0.0181], [-0.8951, -1.8424, 0.6511], [-1.8410, -1.8585, 0.1345], [2.9272, -0.8205, -2.0619], [1.9772, 1.7757, -2.7094], [3.3918, 1.5161, -0.3513], [-2.5605, -1.0177, -1.9730], [-1.3185, 1.2123, -2.9988], [-0.1791, -1.3550, -3.4322], [0.4445, -1.0014, 3.5275], [1.7878, 1.3979, 2.8570], [2.8720, -1.1286, 2.2489], [1.1152, -2.7005, 0.6128], [-0.9556, -1.7653, 1.7291], [3.9860, -0.5723, -2.2546], [2.4459, -1.0949, -3.0182], [2.8734, -1.7028, -1.4038], [2.9854, 2.1224, -2.9633], [1.3745, 2.6422, -2.4179], [1.5481, 1.2996, -3.5955], [4.1606, 1.8446, -1.0583], [3.8488, 0.8917, 0.4206], [2.9400, 2.3973, 0.1181], [-3.1136, -0.7828, -2.9000], [-3.1133, -0.5957, -1.1180], [-2.5125, -2.1125, -1.8689], [-1.8667, 0.9063, -3.9049], [-0.4374, 1.7844, -3.2989], [-1.9609, 1.8665, -2.3942], [-0.9621, -1.5193, -4.1866], [0.1304, -2.3271, -3.0297], [0.6796, -0.8735, -3.9143], [1.1079, -0.9717, 4.4041], [0.2220, -2.0530, 3.3093], [-0.4889, -0.4729, 3.7535], [2.2986, 1.1936, 3.8078], [0.8933, 2.0037, 3.0363], [2.4661, 1.9472, 2.1968], [3.1167, -1.3462, 3.2939], [3.6945, -0.5822, 1.7752], [2.7328, -2.0743, 1.7247], [4.7372, -3.6028, 0.4792], [5.6410, -4.1074, -0.4769], [6.2529, -5.3379, -0.2218], [6.0179, -6.0176, 0.9780], [5.1533, -5.4775, 1.9321], [4.5152, -4.2608, 1.7007], [3.9303, -2.5315, 0.1907], [4.3504, -1.8477, -0.4108], [5.8157, -3.5516, -1.3986], [6.9153, -5.7678, -0.9870], [6.5085, -6.9764, 1.1534], [4.9614, -6.0116, 2.8633], [3.8716, -3.8098, 2.4489], [-2.8370, 2.6735, -0.4391], [-2.2621, 1.6858, 0.2495], [-3.0728, 0.7110, 0.7492], [-0.5714, 1.7375, 0.5461], [-3.8429, 2.7913, -0.4834], [-2.2759, 3.5218, -0.6253], [-2.6762, 0.0384, 1.3910], [-4.0725, 0.8397, 0.7885]], "forces_ev_per_a": [[-2.9, -0.9, 0.9], [2.2, 1.6, -2.1], [-1.2, 0.3, -1.8], [1.5, 0.3, 2.8], [0.0, 0.2, 0.2], [-2.6, -0.1, 1.4], [2.1, -2.0, -1.3], [0.1, 0.2, -0.2], [0.7, -0.5, -0.2], [0.0, 0.1, -0.1], [0.2, -0.2, -0.1], [-0.2, -0.3, 0.1], [0.2, 0.1, -0.1], [-0.2, 0.0, 0.0], [-0.3, 0.0, -0.1], [-0.1, -0.1, 0.0], [0.0, -0.2, 0.1], [-0.1, 0.2, 0.0], [0.1, 0.2, -0.1], [-0.3, -0.2, -0.1], [0.3, 0.2, 0.5], [-0.3, 0.5, -0.5], [-0.2, 0.0, 0.0], [0.1, -0.1, -0.1], [0.0, 0.1, 0.2], [0.0, 0.0, 0.2], [-0.1, 0.2, -0.1], [0.1, -0.1, -0.1], [0.3, -0.1, 0.4], [0.3, -0.3, -0.5], [-0.1, 0.3, 0.0], [0.2, 0.1, 0.3], [-0.3, -0.1, 0.0], [0.2, -0.4, -0.3], [0.3, 0.0, 0.2], [0.0, 0.1, -0.3], [-0.3, -0.1, 0.0], [-0.3, 0.1, -0.3], [0.1, 0.2, 0.1], [0.2, -0.1, 0.0], [-0.1, 0.1, -0.2], [0.2, -0.1, 0.0], [-0.2, -0.1, 0.2], [0.0, 0.2, -0.1], [-0.1, -0.2, 0.2], [0.0, 0.4, 0.4], [-1.2, 1.5, -0.9], [1.2, -1.3, -0.2], [0.0, 1.6, -1.7], [0.3, -0.7, -0.1], [-1.3, 1.3, 0.9], [0.3, -1.5, 1.0], [2.4, -0.7, -0.2], [-0.3, -1.4, 0.6], [0.0, -0.3, 0.2], [-0.3, 0.2, 0.5], [-0.1, 0.3, 0.0], [0.1, 0.2, -0.2], [0.0, -0.2, -0.1], [0.6, 0.7, 0.3], [-1.4, -0.2, 0.7], [1.1, 0.8, -0.2], [-0.7, 0.7, 0.0], [0.1, -0.1, 0.0], [-0.5, -0.9, 0.1], [-0.1, 0.2, -0.1], [-0.1, 0.0, 0.0]], "lowdin_spin": [3.39, 0.06, 0.08, 0.09, 0.01, 0.06, 0.02, 0.00, 0.03, 0.00, 0.02, 0.02, 0.01, 0.01, 0.02, 0.01, 0.02, 0.01, 0.00, 0.00, 0.00, 0.00, 0.00, 0.00, 0.00, 0.00, 0.00, 0.00, 0.00, 0.00, 0.00, 0.00, 0.00, 0.00, 0.00, 0.00, 0.00, 0.00, 0.00, 0.00, 0.00, 0.00, 0.00, 0.00, 0.00, 0.00, 0.23, 0.09, 0.06, 0.29, 0.06, 0.10, 0.16, 0.00, 0.00, 0.00, 0.01, 0.00, 0.00, 0.01, 0.02, 0.01, 0.09, 0.00, 0.00, 0.00, 0.00], "spin_multiplicity": 6, "s_squared": 8.80, "relative_energy_kcal_mol": 0.0, "e_tot_ha": -3580.14904, "largest_force_ev_per_a": 3.46, "total_charge": 3}